(1)
Below is a single C2H4N2O2 molecule, with properties calculated with the ωB97M-V functional and the def2-TZVPD basis.

Its HOMO-LUMO gap is 9.9 eV. The value obtained for the energy is -338.457347 a.u. The calculation puts the highest occupied orbital energy at -0.3440 Ha. As for the molar mass: 88.07 g mol⁻¹. The total charge is 0. The calculation puts the energy above the lowest of the compared OMol25 structures with the same formula, charge and spin at 514.20 kJ/mol.

Last column: natural (NBO) charge in e.
Atoms and positions in Å:
C1 0.8434 1.0017 -0.0201  0.277
C2 -2.3382 -0.3544 -0.0379  -0.094
H1 0.5381 -1.2744 0.1064  0.473
H2 1.0843 2.0540 -0.0584  0.190
H3 -2.9071 0.5619 -0.0556  0.192
H4 -2.8191 -1.3309 -0.0992  0.207
N1 1.7833 0.1579 -0.0506  -0.155
N2 -1.0631 -0.3713 0.0222  -0.159
O1 1.5259 -1.2018 0.0167  -0.551
O2 -0.5220 0.9017 0.0650  -0.378


(2)
Below is a molecular structure, C17H14IrN3O4S6, with properties calculated with the ωB97M-V functional and the def2-TZVPD basis.

Its HOMO-LUMO gap (alpha / beta) is 6.0 / 4.5 eV. As for the multiplicity: 5. The value obtained for the energy is -3614.333038 a.u. The calculation puts the highest occupied orbital energy (alpha / beta) at -0.4694 / -0.4693 Ha. As for the molar mass: 708.94 g mol⁻¹. The total charge is +2. The calculation puts the energy above the lowest of the compared OMol25 structures with the same formula, charge and spin at 29.20 kJ/mol.

Last column: natural (NBO) charge in e.
Atoms and positions in Å:
Ir1 -0.1561 0.3026 0.5590  1.170
O1 -3.4917 0.2811 3.4066  -0.616
C1 -2.3992 0.1285 2.7021  0.794
O2 -2.3645 -0.0238 1.4938  -0.603
C2 -1.1490 0.1426 3.5288  0.077
C3 -1.1168 0.3736 4.8924  -0.149
C4 0.1183 0.3693 5.5228  -0.125
C5 1.2596 0.1305 4.7721  -0.172
C6 1.1297 -0.0862 3.4106  0.073
N1 -0.0542 -0.0757 2.8125  -0.436
C7 2.2612 -0.2987 2.4355  0.794
O3 3.4736 -0.5414 2.8699  -0.592
O4 2.0532 -0.2516 1.2396  -0.579
H1 -4.2743 0.2647 2.8275  0.532
H2 -2.0342 0.5539 5.4361  0.272
H3 0.1930 0.5502 6.5873  0.264
H4 2.2264 0.1284 5.2605  0.242
H5 3.5484 -0.6155 3.8311  0.509
C8 -0.1550 5.8448 1.2456  -0.758
S1 0.1547 5.9979 -0.5189  0.535
C9 0.0287 4.4476 -1.2059  -0.400
C10 -0.0797 3.1644 -0.6396  -0.371
S2 -0.0873 2.6771 0.9955  -0.057
S3 -0.1628 1.8632 -1.7844  0.431
C11 -0.0261 2.8011 -3.2752  -0.612
S4 0.0710 2.1617 -4.7337  0.245
S5 0.0937 4.5073 -2.9404  0.574
H6 -0.1913 6.8776 1.5869  0.270
H7 0.6578 5.3235 1.7428  0.247
H8 -1.1122 5.3662 1.4317  0.248
N2 0.1088 -6.6085 -1.0522  -0.751
C12 0.3153 -5.5904 -1.9048  0.043
S6 0.6350 -5.7460 -3.4980  -0.015
C13 0.1662 -4.2230 -1.3151  -0.004
C14 -0.8705 -3.9152 -0.4382  -0.242
C15 -1.0082 -2.6240 0.0226  0.069
N3 -0.1618 -1.6468 -0.3301  -0.553
C16 0.8510 -1.9446 -1.1713  0.051
C17 1.0369 -3.2043 -1.6850  -0.192
H9 0.1785 -7.5506 -1.4014  0.429
H10 0.0001 -6.4738 -0.0626  0.398
H11 -1.5999 -4.6614 -0.1511  0.248
H12 -1.8326 -2.3431 0.6648  0.217
H13 1.5167 -1.1350 -1.4442  0.222
H14 1.8361 -3.4013 -2.3867  0.271